Record 1
The following is a DFT calculation (ωB97M-V with the def2-TZVPD basis set) of a molecular structure, C30H26F2N5Pt.

Positions of all 64 atoms, in Å:
Pt (-0.217409, 0.057504, 0.205761)
C (2.029105, -0.888449, 2.207528)
C (2.983481, -1.299334, 1.096368)
C (3.128247, -0.399587, -0.109979)
C (4.389819, -0.264535, -0.683534)
C (4.554212, 0.484106, -1.834400)
C (3.440532, 1.097292, -2.392920)
C (2.227072, 0.941238, -1.760587)
N (2.065017, 0.214178, -0.646761)
N (0.588698, -1.147123, 1.943981)
C (0.324957, -2.581314, 1.653831)
C (0.384210, -2.905457, 0.179312)
C (0.617300, -4.198722, -0.261159)
C (0.635588, -4.459365, -1.621024)
C (0.440664, -3.411237, -2.513528)
C (0.219637, -2.148966, -2.008391)
N (0.172294, -1.906648, -0.690713)
C (-0.224313, -0.702605, 3.095622)
C (-1.689542, -0.692653, 2.735615)
C (-2.679969, -0.843875, 3.687729)
C (-4.007347, -0.834132, 3.284855)
C (-4.304906, -0.689803, 1.936135)
C (-3.265521, -0.545119, 1.042522)
N (-1.981989, -0.536972, 1.433445)
H (2.128513, 0.174800, 2.430591)
H (2.300732, -1.431732, 3.118774)
H (2.759389, -2.313618, 0.754319)
H (3.969455, -1.382247, 1.555049)
H (5.236245, -0.756237, -0.223197)
H (5.531120, 0.587755, -2.287226)
H (3.513208, 1.689569, -3.293900)
H (1.334515, 1.414725, -2.153717)
H (-0.672489, -2.831719, 2.019123)
H (1.030678, -3.207273, 2.206144)
H (0.788789, -4.987707, 0.459411)
H (0.814452, -5.463388, -1.982237)
H (0.469464, -3.568776, -3.582203)
H (0.098824, -1.291843, -2.657839)
H (0.103506, 0.302962, 3.371477)
H (-0.050538, -1.347567, 3.962339)
H (-2.416168, -0.978665, 4.728274)
H (-4.799067, -0.952552, 4.012581)
H (-5.326137, -0.695000, 1.582918)
H (-3.443883, -0.432862, -0.017433)
F (1.759435, 4.698572, 2.000434)
C (0.909325, 4.166740, 1.176334)
C (0.982900, 2.759779, 0.979090)
C (0.096833, 2.144368, 0.142899)
C (-0.818404, 2.948627, -0.613882)
C (-0.863001, 4.362392, -0.336765)
F (-1.775910, 5.087335, -0.939182)
C (-0.016780, 4.982072, 0.539791)
C (-1.607622, 2.306617, -1.624575)
C (-2.272312, 2.965793, -2.671118)
C (-2.952250, 2.222349, -3.627741)
C (-2.969184, 0.848501, -3.511423)
C (-2.281044, 0.252803, -2.441152)
N (-1.616852, 0.945126, -1.541125)
H (1.780501, 2.236850, 1.492116)
H (-0.066994, 6.045946, 0.731504)
H (-2.247032, 4.040949, -2.749301)
H (-3.458777, 2.719429, -4.443862)
H (-3.493339, 0.223839, -4.221851)
H (-2.289937, -0.825133, -2.323150)

Atomic forces in eV per Å
Pt 0.144 0.169 0.266
C -0.073 0.044 -0.003
C 0.031 -0.014 0.004
C -0.035 -0.028 0.030
C 0.008 -0.001 -0.017
C -0.037 -0.013 0.027
C 0.031 -0.001 -0.008
C -0.077 0.033 -0.039
N 0.109 -0.080 0.089
N 0.034 -0.153 0.001
C 0.021 0.059 -0.098
C -0.034 0.070 0.059
C 0.008 0.017 -0.005
C -0.003 0.024 0.006
C 0.008 -0.013 0.012
C 0.059 0.039 -0.021
N -0.082 -0.094 -0.009
C 0.029 0.011 0.004
C 0.030 -0.046 0.006
C 0.014 -0.024 -0.007
C -0.001 0.002 -0.012
C -0.014 -0.012 0.013
C 0.039 0.018 -0.022
N -0.107 0.041 0.011
H 0.020 -0.002 -0.009
H 0.012 -0.013 -0.015
H 0.006 0.001 -0.010
H -0.008 0.020 0.006
H 0.007 0.002 -0.001
H 0.002 0.004 -0.002
H -0.005 0.002 -0.005
H 0.017 0.001 -0.013
H 0.001 0.005 -0.012
H -0.005 -0.010 -0.010
H 0.000 -0.008 -0.001
H -0.001 -0.002 -0.003
H 0.001 0.004 -0.004
H -0.008 -0.011 -0.013
H -0.016 -0.002 -0.002
H -0.007 0.003 -0.001
H 0.008 0.004 0.005
H -0.004 0.002 0.003
H 0.000 0.000 -0.008
H -0.026 0.012 0.002
F -0.042 -0.004 -0.028
C 0.058 0.047 0.049
C 0.028 -0.151 -0.027
C -0.062 0.081 -0.080
C 0.024 -0.008 0.043
C 0.024 0.133 -0.014
F 0.023 0.021 0.036
C -0.075 -0.010 -0.049
C -0.015 -0.049 -0.022
C -0.041 0.067 -0.006
C 0.004 0.003 0.011
C -0.008 -0.013 0.017
C -0.059 -0.016 0.052
N 0.064 -0.115 -0.136
H -0.024 -0.036 -0.001
H -0.007 0.005 -0.011
H -0.002 -0.026 -0.009
H -0.005 0.003 -0.003
H -0.004 0.007 -0.013
H 0.023 -0.001 -0.004

Values from the calculation:
LUMO energy (alpha / beta) (eV): -9.18 / -12.43
Net charge: +3
Spin multiplicity: 5

Löwdin atomic charge list, values in e, 8 entries: atom 1 (Pt): 1.40, atom 2 (C): -0.14, atom 3 (C): -0.09, atom 4 (C): -0.24, atom 5 (C): 0.02, atom 6 (C): 0.00, atom 7 (C): -0.01, atom 8 (C): -0.13

=====

Record 2
The following is a DFT calculation (ωB97M-V with the def2-TZVPD basis set) of 2 unconnected molecules or ions with the total composition CH5N2O2 at a distorted geometry.

Positions of all 10 atoms, in Å:
C (1.203275, 1.004974, -0.202161)
N (-1.206529, -0.991591, 1.048872)
N (-0.702474, 0.195745, -1.038382)
O (-0.353192, -0.957704, -1.311444)
O (-1.301710, 0.198203, 0.349487)
H (0.639852, 1.309871, 0.572740)
H (1.873276, 0.247461, -0.004456)
H (1.693262, 1.880260, -0.815777)
H (-0.190068, -1.169943, 1.032274)
H (-1.655692, -1.717277, 0.368849)

Atomic forces in eV per Å
C 0.704 2.723 -4.218
N -0.354 -1.298 -1.560
N 2.394 -1.121 0.170
O -0.869 0.150 -0.793
O -1.593 1.179 0.850
H -1.642 1.247 2.684
H 1.380 -1.937 0.231
H -0.934 -1.589 1.124
H -0.453 -0.537 0.015
H 1.365 1.184 1.496

Values from the calculation:
LUMO energy (alpha / beta) (eV): 4.80 / 4.83
Energy relative to the best compared isomer or geometry (same formula, charge and spin) (eV): 8.429
Net charge: -1
Spin multiplicity: 1

natural (NBO) atomic charge list, values in e, 8 entries: atom 1 (C): -0.79, atom 2 (N): -0.54, atom 3 (N): 0.21, atom 4 (O): -0.58, atom 5 (O): -0.39, atom 6 (H): 0.16, atom 7 (H): 0.14, atom 8 (H): 0.14